(1)
93
Properties=species:S:1:pos:R:3:mulliken_charge:R:1 method="wB97M-V/def2-TZVPD" molar_mass_g_mol=755.0 smiles="O=C1C=CC(=O)C(CCF)=C1.O=S1(=O)CCCC1.O=S1(=O)CCCC1.O=S1(=O)CCCC1.O=S1(=O)CCCC1.O=S1(=O)CCCC1" e_lumo_ev=-1.03 energy_ha=-4088.708771 e_homo_ha=-0.362
O 3.0699 -1.1455 3.3554 -0.578
C 2.5270 -0.0765 3.4916 0.201
C 3.2996 1.1748 3.7575 -0.404
C 2.8684 2.2965 3.1955 -0.590
C 1.6622 2.2075 2.3215 0.174
O 1.5580 2.8380 1.3001 -0.600
C 0.6110 1.2222 2.7491 0.439
C -0.8316 1.5465 2.4696 -0.284
C -1.6680 1.6050 3.7315 -0.115
F -1.9269 0.3182 4.2236 -0.326
C 1.0595 0.1017 3.3165 -0.090
H 4.1705 1.1156 4.4011 0.472
H 3.3514 3.2596 3.3239 0.501
H -0.8828 2.5378 2.0093 0.419
H -1.2293 0.8090 1.7657 -0.239
H -2.6324 2.0814 3.5333 0.154
H -1.1503 2.1525 4.5266 0.326
H 0.4050 -0.7027 3.6388 0.538
O 4.9377 5.0526 -0.2187 -0.653
S 4.5274 4.6680 -1.5479 1.131
O 4.1835 5.6790 -2.5158 -0.698
C 5.7731 3.5709 -2.2277 -0.807
C 5.3207 2.1806 -1.7945 -0.556
C 3.8044 2.1430 -2.0149 -0.365
C 3.2259 3.4362 -1.4285 -0.066
H 6.7454 3.8700 -1.8430 0.437
H 5.7458 3.6852 -3.3112 0.360
H 5.8266 1.4005 -2.3590 0.249
H 5.5477 2.0330 -0.7355 0.334
H 3.5937 2.0858 -3.0844 0.288
H 3.3527 1.2683 -1.5517 0.101
H 2.3578 3.7952 -1.9753 0.485
H 2.9781 3.3248 -0.3769 -0.197
O -0.6287 0.1524 -0.4404 -0.651
S -0.6465 -1.2923 -0.4400 1.354
O -1.7740 -2.0122 0.1039 -0.717
C -0.2937 -1.8709 -2.0922 -0.960
C 1.2270 -1.9981 -2.1286 -0.268
C 1.6270 -2.6463 -0.7955 -0.602
C 0.8691 -1.9044 0.3147 -0.443
H -0.7082 -1.1565 -2.8005 0.515
H -0.7836 -2.8381 -2.2061 0.395
H 1.5520 -2.5895 -2.9796 0.441
H 1.6838 -1.0089 -2.2124 -0.014
H 1.3425 -3.6996 -0.8025 0.259
H 2.6991 -2.6004 -0.6243 0.186
H 0.5987 -2.5487 1.1476 0.507
H 1.4220 -1.0412 0.6781 -0.058
O -3.5033 -0.6273 -3.3027 -0.674
S -4.3085 -1.6852 -2.7370 1.299
O -3.9692 -3.0638 -2.9975 -0.709
C -4.4890 -1.4097 -0.9840 0.040
C -5.7337 -0.5409 -0.8581 -0.544
C -6.7624 -1.1386 -1.8276 -0.777
C -6.0403 -1.3965 -3.1574 -0.739
H -3.5862 -0.9501 -0.6036 -0.216
H -4.6317 -2.3808 -0.5113 0.382
H -6.0956 -0.5199 0.1651 0.363
H -5.5004 0.4860 -1.1496 0.263
H -7.1365 -2.0815 -1.4238 0.310
H -7.6187 -0.4808 -1.9690 0.378
H -6.4084 -2.2732 -3.6841 0.360
H -6.0676 -0.5300 -3.8155 0.346
O 3.6899 -3.8757 -2.7152 -0.674
S 4.8069 -2.9717 -2.8203 1.231
O 4.6106 -1.5464 -2.7215 -0.612
C 6.0697 -3.4950 -1.6633 -0.803
C 6.9047 -4.4967 -2.4538 -0.582
C 7.0940 -3.8817 -3.8476 -0.583
C 5.7231 -3.3781 -4.3159 -0.794
H 5.5835 -3.9119 -0.7843 0.391
H 6.6471 -2.6114 -1.3915 0.409
H 7.8567 -4.6911 -1.9628 0.367
H 6.3680 -5.4441 -2.5332 0.299
H 7.7936 -3.0461 -3.7860 0.291
H 7.5041 -4.6008 -4.5545 0.321
H 5.7837 -2.4830 -4.9300 0.376
H 5.1554 -4.1475 -4.8348 0.353
O -6.8957 0.7242 1.9030 -0.557
S -7.5741 1.4260 2.9651 1.036
O -9.0115 1.4788 2.9963 -0.686
C -6.9361 0.8367 4.5316 -0.864
C -5.7408 1.7406 4.8121 -0.187
C -6.1927 3.1627 4.4480 -0.671
C -6.8856 3.0865 3.0821 -0.702
H -6.6866 -0.2167 4.4301 0.448
H -7.7264 0.9671 5.2705 0.360
H -5.4249 1.6678 5.8515 0.405
H -4.8984 1.4408 4.1848 -0.045
H -6.8954 3.5265 5.1997 0.323
H -5.3553 3.8584 4.4192 0.357
H -7.7007 3.7968 2.9708 0.368
H -6.1835 3.1975 2.2581 0.362

***

(2)
11
Properties=species:S:1:pos:R:3:mulliken_charge:R:1 method="wB97M-V/def2-TZVPD" molar_mass_g_mol=103.1 e_lumo_ev=0.62 e_above_lowest_kcal_mol=109.4 energy_ha=-645.337271 e_homo_ha=-0.320
C 1.8864 -0.1472 0.0935 -0.434
C 0.9766 -1.4058 0.0568 -0.468
C -0.2667 -0.4940 -0.2991 0.201
H -0.4449 1.7613 0.5205 0.333
H 2.1941 0.1911 1.1083 0.272
H 2.4963 0.1901 -0.8574 0.256
H 1.3559 -2.4274 -0.5157 0.246
H 1.2717 -1.7017 1.1128 0.222
N 0.5850 0.4618 -0.2274 0.164
O 0.4185 1.8139 0.0202 -0.340
S -1.8684 -0.2172 0.0596 -0.452

***

(3)
23
Properties=species:S:1:pos:R:3:mulliken_charge:R:1 method="wB97M-V/def2-TZVPD" molar_mass_g_mol=217.3 charge=+2 e_lumo_ev=-12.46 energy_ha=-1019.861361 e_homo_ha=-0.620
C 3.7209 -0.8283 -0.1301 -0.875
C 2.9380 0.2144 0.5944 0.523
O 3.3630 1.1366 1.2028 -0.452
O 1.5154 0.0324 0.5841 -0.246
C 0.9035 0.5632 -0.5654 -0.723
C -0.5711 0.3674 -0.3428 0.658
C -1.4753 1.4827 -0.2991 -0.706
C -2.8937 1.3119 -0.0428 -0.699
C -3.3733 0.0664 0.1554 -0.547
C -2.5037 -1.0740 0.1117 0.540
N -2.8165 -2.3363 0.2973 -0.530
S -1.4502 -3.1939 0.1520 0.416
N -0.3961 -2.0642 -0.1344 -0.346
C -1.0872 -0.8981 -0.1379 0.775
H 3.2895 -1.0307 -1.1087 0.314
H 3.6972 -1.7429 0.4617 0.299
H 4.7432 -0.4827 -0.2307 0.346
H 1.1245 1.6266 -0.7033 0.499
H 1.1660 0.0367 -1.4920 0.355
H -1.0533 2.4723 -0.4787 0.437
H -3.5381 2.1790 -0.0144 0.493
H -4.4235 -0.0897 0.3646 0.494
Be -0.8793 2.2512 1.7563 0.975

***

(4)
20
Properties=species:S:1:pos:R:3:mulliken_charge:R:1 method="wB97M-V/def2-TZVPD" molar_mass_g_mol=210.1 smiles="CC1=Nc2ccccc2[Se]C1" e_lumo_ev=0.14 e_above_lowest_kcal_mol=0.0 energy_ha=-2804.489172 e_homo_ha=-0.300
C -2.5897 1.2218 -0.7407 -1.210
C -1.5079 0.5126 -0.0631 1.059
N -0.3075 0.9021 -0.2828 -0.460
C 0.7728 0.0985 -0.0214 0.091
C 2.0572 0.6918 0.0051 -0.185
C 3.2066 -0.0913 -0.0326 -0.489
C 3.1417 -1.4552 -0.1423 -0.414
C 1.8618 -2.0652 -0.1813 -0.747
C 0.7673 -1.2742 -0.0931 0.636
Se -0.8634 -2.2020 -0.1860 0.063
C -1.7539 -0.6624 0.7890 -1.252
H -2.1304 1.8870 -1.5038 0.340
H -3.1328 2.0088 -0.0931 0.251
H -3.3356 0.6436 -1.2274 0.378
H 2.0903 1.8004 0.1934 0.325
H 4.2259 0.3627 -0.1399 0.287
H 3.9726 -2.1557 -0.3190 0.342
H 1.6534 -3.1856 -0.2393 0.211
H -1.1945 -0.8879 1.7346 0.349
H -2.7422 -1.0097 0.9054 0.426

***

(5)
33
Properties=species:S:1:pos:R:3:mulliken_charge:R:1 method="wB97M-V/def2-TZVPD" molar_mass_g_mol=231.3 smiles="CC(C)[C@H](NC(=O)[C@@H](N)CC(N)=O)C(=O)O" e_lumo_ev=0.43 e_above_lowest_kcal_mol=41.5 energy_ha=-818.359327 e_homo_ha=-0.352
C -2.4906 -2.1910 -2.0514 -1.327
C -2.5606 -0.9973 -1.0697 0.181
C -3.8449 -1.0792 -0.3037 -1.300
C -1.2509 -1.0668 -0.1376 -0.096
N -0.1234 -0.8562 -1.0255 -0.037
C 0.9443 -0.0189 -1.0000 -0.013
O 1.7183 -0.1059 -1.9137 -0.678
C 1.1175 0.9751 0.1687 0.387
N 1.3935 0.2678 1.3950 -0.684
C 2.1948 2.0633 -0.1269 -0.555
C 2.0823 3.1623 0.7968 0.534
N 2.4693 4.3962 0.2244 -0.445
O 1.6880 3.0512 1.9767 -0.643
C -0.9991 -2.3249 0.7273 0.411
O -1.7728 -3.3172 0.8291 -0.615
O -0.1398 -2.1031 1.6828 -0.487
H -1.6255 -2.2554 -2.7398 0.398
H -3.3168 -2.0836 -2.9330 0.325
H -2.5378 -3.1837 -1.5793 0.278
H -2.4571 -0.0628 -1.6772 0.300
H -3.7879 -2.0490 0.1701 0.326
H -4.6340 -1.0642 -1.1673 0.357
H -4.0138 -0.2478 0.3896 0.360
H -1.3867 -0.2520 0.5824 0.431
H -0.0984 -1.4452 -1.9594 0.158
H 0.1905 1.5082 0.3568 0.410
H 1.4762 0.9588 2.1533 0.220
H 2.2112 -0.3088 1.2976 0.278
H 2.2064 2.2288 -1.2390 0.315
H 3.3013 1.6584 0.2297 0.174
H 2.6301 4.4798 -0.7656 0.242
H 2.1500 5.4295 0.6368 0.291
H 0.4092 -1.3022 1.4661 0.503

***

(6)
24
Properties=species:S:1:pos:R:3:mulliken_charge:R:1 method="wB97M-V/def2-TZVPD" molar_mass_g_mol=184.3 charge=+1 e_lumo_ev=-2.89 e_above_lowest_kcal_mol=0.0 energy_ha=-1200.202173 e_homo_ha=-0.467
C 3.0299 0.9007 -0.7768 -0.695
C -4.0810 2.0880 0.6799 -0.123
C 1.2589 -0.2983 1.0611 -1.306
C 0.5252 -1.3013 0.2457 0.377
C -0.9512 -0.7659 0.0357 -0.335
N -0.9615 0.2964 -0.9566 -0.192
O -3.1181 1.4506 0.4308 -0.401
O 0.6016 -2.5070 0.9012 -0.527
S -1.9654 -2.2329 -0.5026 -0.137
S 1.7469 1.4449 0.3011 -0.111
H 3.2479 -0.1449 -0.6187 0.296
H 4.0363 1.5011 -0.5550 0.300
H 2.7687 1.1392 -1.8247 0.252
H -4.0759 3.2313 0.4284 0.212
H -5.0857 1.6802 1.0047 0.247
H 0.6470 -0.1467 1.9942 0.493
H 2.1764 -0.8079 1.3220 0.533
H 0.9934 -1.4012 -0.7167 0.349
H -1.7800 0.9402 -0.9333 0.323
H -0.1420 1.0179 -0.8828 0.199
H -0.9550 0.1012 -1.9554 0.435
H -1.3191 -0.3641 1.0078 0.279
H 0.7835 -2.5598 1.8075 0.340
H -2.5152 -2.4700 0.6819 0.193

***

(7)
85
Properties=species:S:1:pos:R:3:mulliken_charge:R:1 method="wB97M-V/def2-TZVPD" molar_mass_g_mol=678.0 charge=+2 e_lumo_ev="-8.10 / -9.14" energy_ha=-6731.758152 e_homo_ha="-0.450 / -0.455"
N -7.1823 5.6866 -6.8588 -0.570
C -6.8373 6.2847 -5.7197 -0.301
C -6.0996 5.6273 -4.7242 -0.407
C -5.6587 4.3033 -4.9365 0.390
C -6.0219 3.7015 -6.1637 -0.427
C -6.8053 4.4263 -7.0814 -0.302
C -4.8475 3.6116 -3.9394 -0.530
Zn -0.1794 0.0095 0.1278 -0.372
P 6.1660 -0.9184 -1.0559 0.331
C -3.6941 2.9615 -4.2286 -0.287
C -2.8352 2.3228 -3.2486 1.202
C -1.6924 1.5924 -3.6357 -0.791
C -0.8549 0.9806 -2.6796 0.133
C -1.1574 1.0506 -1.3146 0.158
C -2.2435 1.8294 -0.9208 -0.237
C -3.1123 2.4193 -1.8598 -0.945
Br 1.8982 -0.8406 1.0675 -0.415
H -5.1947 3.6876 -2.9067 0.345
H -3.3385 2.9388 -5.2736 0.386
H -5.8313 6.1656 -3.8143 0.371
H -5.7120 2.6860 -6.4058 0.417
H -7.1599 7.3225 -5.5776 0.354
H -7.1231 3.9636 -8.0242 0.347
H -1.4700 1.5060 -4.7037 0.358
H -3.9909 2.9603 -1.5185 0.278
H 0.0321 0.4414 -3.0376 0.596
H -2.4863 1.9833 0.1368 0.312
P -0.5536 -2.0508 -1.0311 0.775
C 5.5905 0.8392 -0.9330 -0.473
C 6.6719 1.8262 -1.3794 -1.191
H 5.3344 0.9870 0.1240 0.475
H 4.6771 0.9602 -1.5312 0.351
H 6.4823 2.7955 -0.9075 0.355
H 7.6688 1.4862 -1.0816 0.367
H 6.6650 1.9669 -2.4658 0.326
C 5.3225 -1.3581 -2.6474 0.009
C 5.9928 -2.5142 -3.3906 -1.194
H 5.3540 -0.4464 -3.2594 0.468
H 4.2722 -1.5884 -2.4251 -0.159
H 5.7014 -2.4762 -4.4461 0.373
H 7.0842 -2.4515 -3.3339 0.367
H 5.6797 -3.4832 -2.9901 0.327
C 5.0148 -1.7038 0.1611 0.390
C 5.7107 -2.0642 1.4727 -1.227
H 4.6034 -2.5988 -0.3281 0.491
H 4.1608 -1.0319 0.3526 -0.706
H 5.1365 -2.8498 1.9781 0.347
H 6.7210 -2.4383 1.2762 0.413
H 5.7822 -1.2052 2.1517 0.329
C -0.4386 -3.4251 0.1895 -0.399
C -1.5839 -4.4341 0.2275 -1.277
H -0.3082 -2.9219 1.1595 0.221
H 0.5074 -3.9396 -0.0368 0.568
H -2.5204 -3.9934 0.5865 0.263
H -1.7671 -4.8918 -0.7530 0.319
H -1.3027 -5.2374 0.9198 0.419
C 0.6008 -2.5464 -2.3697 -0.223
C 0.0827 -2.5369 -3.8097 -1.344
H 0.9716 -3.5482 -2.1051 0.597
H 1.4424 -1.8450 -2.2522 -0.040
H -0.4125 -3.4806 -4.0721 0.391
H -0.6142 -1.7167 -4.0118 0.296
H 0.9365 -2.4198 -4.4892 0.356
C -2.2327 -2.0776 -1.7492 -0.627
C -3.3007 -1.5670 -0.7807 -1.303
H -2.4548 -3.0966 -2.0978 0.675
H -2.1932 -1.4288 -2.6383 0.312
H -4.0175 -0.9498 -1.3424 0.322
H -3.8541 -2.3867 -0.3003 0.368
H -2.8804 -0.9370 0.0149 0.148
S -1.6571 0.4625 1.9498 -0.435
C -0.8071 0.1303 3.4156 0.213
N -1.1671 -0.9240 4.1725 -0.156
C -0.8665 -1.0824 5.5995 -0.624
C -0.1008 0.1228 6.1000 -0.628
C 0.9119 0.5772 5.0608 -0.565
N 0.1542 0.9514 3.8707 -0.090
H -1.9178 -1.4725 3.7806 0.254
H -0.2788 -1.9938 5.7367 0.351
H -1.8086 -1.2285 6.1261 0.344
H 0.4016 -0.1233 7.0350 0.364
H -0.7906 0.9407 6.3300 0.309
H 1.5714 -0.2488 4.7930 0.283
H 1.5181 1.4240 5.3946 0.420
H 0.6570 1.4592 3.1438 0.313

***

(8)
66
Properties=species:S:1:pos:R:3:mulliken_charge:R:1 method="wB97M-V/def2-TZVPD" molar_mass_g_mol=638.2 smiles="O=C1OCCO1.O=C1OCCO1.O=C1OCCO1.O=C1OCCO1.O=C1OCCO1.ClCCCl.ClCCCl" e_lumo_ev=-0.14 e_above_lowest_kcal_mol=69.1 energy_ha=-3710.069937 e_homo_ha=-0.395
O 4.9764 -26.6690 6.3850 -0.565
C 5.2004 -25.5532 5.9781 0.666
O 5.6612 -25.2793 4.7862 -0.332
C 5.8072 -23.9296 4.5670 -0.319
C 5.5931 -23.3641 5.9916 0.558
O 5.0821 -24.3899 6.6981 -0.326
H 6.7634 -23.7317 4.0827 0.280
H 5.0286 -23.6616 3.8528 0.248
H 4.8707 -22.5516 5.9141 -0.080
H 6.4506 -22.9474 6.5199 -0.138
O 7.6519 -19.7327 15.5742 -0.552
C 7.8358 -20.3142 14.4817 0.523
O 7.5740 -21.6548 14.2110 -0.289
C 7.9315 -21.7801 12.8225 -0.447
C 8.5086 -20.4447 12.2572 0.217
O 8.4050 -19.6680 13.3627 -0.351
H 8.6451 -22.5911 12.6774 0.303
H 7.0253 -22.0390 12.2749 0.255
H 7.7245 -19.9486 11.6853 0.052
H 9.4019 -20.6556 11.6692 0.275
O 5.4480 -16.7326 8.5889 -0.519
C 5.2337 -15.5739 8.7560 0.615
O 4.7274 -14.7341 7.8445 -0.377
C 4.5342 -13.4262 8.4795 -0.265
C 5.6321 -13.5113 9.4877 -0.361
O 5.5989 -14.8776 9.8320 -0.298
H 4.7428 -12.6531 7.7399 0.255
H 3.4934 -13.5031 8.7937 0.284
H 5.2547 -13.1298 10.4365 0.298
H 6.5667 -12.9560 9.4085 0.281
O 13.0893 -15.9086 11.8704 -0.584
C 12.5573 -16.9938 11.7268 0.581
O 11.4414 -17.2265 11.1752 -0.195
C 10.9969 -18.5374 11.5101 0.182
C 12.3236 -19.2732 11.9484 -0.298
O 13.1959 -18.1564 11.9677 -0.366
H 10.2835 -18.3492 12.3125 0.180
H 10.4268 -19.1531 10.8145 -0.170
H 12.6631 -19.9361 11.1525 0.306
H 12.2059 -19.9097 12.8254 0.285
O 4.2021 -20.0691 5.5855 -0.625
C 3.8234 -19.7975 6.7361 0.620
O 4.4429 -19.2861 7.7191 0.128
C 3.4652 -19.0005 8.7415 -0.365
C 2.2463 -19.8462 8.4170 -0.358
O 2.4883 -20.0001 7.0335 -0.366
H 3.8489 -19.3766 9.6899 0.354
H 3.1027 -17.9889 8.9242 0.131
H 1.3725 -19.2698 8.7209 0.334
H 2.3457 -20.7866 8.9590 0.251
Cl 7.9498 -21.3342 8.2817 -0.269
C 7.6748 -19.6624 8.6099 0.833
C 7.6935 -18.9378 7.2515 -0.046
Cl 9.4043 -18.5696 6.7724 -0.236
H 8.5180 -19.2978 9.1966 -0.551
H 6.7558 -19.5531 9.1856 0.068
H 7.0774 -18.0430 7.3404 -0.166
H 7.3752 -19.5748 6.4263 0.403
Cl 8.9355 -16.2457 9.4036 0.010
C 8.8494 -15.1023 7.9860 -0.548
C 10.0423 -15.1760 7.0440 -0.320
Cl 9.9413 -14.0757 5.6228 -0.224
H 8.5126 -14.1308 8.3479 0.429
H 7.9705 -15.3981 7.4131 0.230
H 10.3364 -16.1723 6.7139 0.127
H 10.9169 -14.8511 7.6076 0.341